(w)
{"formula": "C4H12N4", "method": "ωB97M-V/def2-TZVPD", "charge": 2, "e_lumo_ev": [-10.39, -10.57], "multiplicity": 1, "species": ["C", "C", "C", "C", "N", "N", "N", "N", "H", "H", "H", "H", "H", "H", "H", "H", "H", "H", "H", "H"], "coordinates": [[-0.981, -1.499, -1.339], [1.756, -0.814, 0.323], [1.937, 1.174, 1.822], [-2.283, 1.059, 0.157], [0.005, 0.781, 0.714], [1.190, 0.386, 0.862], [-1.776, -1.287, -2.277], [-1.030, 0.413, 0.163], [-0.414, -2.374, -0.896], [1.396, -1.257, -0.590], [2.754, -0.583, 0.222], [1.851, -1.504, 1.021], [1.200, 1.992, 2.174], [2.335, 0.592, 2.688], [2.822, 1.768, 1.259], [-3.051, 0.371, -0.153], [-2.197, 2.021, -0.333], [-2.383, 1.135, 1.245], [-2.199, -1.994, -2.887], [-2.148, -0.334, -2.463]]}


(x)
{"formula": "C4H12N4", "method": "ωB97M-V/def2-TZVPD", "charge": 2, "e_lumo_ev": -9.29, "multiplicity": 1, "species": ["C", "C", "C", "C", "N", "N", "N", "N", "H", "H", "H", "H", "H", "H", "H", "H", "H", "H", "H", "H"], "coordinates": [[-1.782, 0.444, -0.749], [0.927, -0.006, -0.522], [3.165, 0.174, 0.701], [-1.407, -0.963, 1.214], [1.705, 0.396, 0.387], [-1.034, -0.302, -0.067], [-3.063, 0.767, -0.462], [1.032, -0.297, -1.763], [-1.329, 1.010, -1.584], [3.156, 0.131, 1.813], [3.554, -0.710, 0.244], [3.753, 1.019, 0.448], [-2.074, -1.858, 0.968], [-0.672, -1.480, 1.647], [-1.814, -0.251, 1.992], [1.189, 0.808, 1.179], [-3.658, 1.249, -1.176], [-3.552, 0.368, 0.221], [1.570, 0.378, -2.272], [0.334, -0.877, -2.220]]}


(y)
{"formula": "C4H12N4", "method": "ωB97M-V/def2-TZVPD", "charge": 2, "smiles": "NN1C=C([NH3+])C[C@H]1[NH3+]", "e_lumo_ev": -6.79, "multiplicity": 1, "species": ["C", "C", "C", "C", "N", "N", "N", "N", "H", "H", "H", "H", "H", "H", "H", "H", "H", "H", "H", "H"], "coordinates": [[-0.398, -1.335, -0.062], [-1.345, -0.324, -0.084], [-0.670, 1.007, -0.337], [0.776, 0.585, -0.454], [0.839, -0.910, -0.357], [1.843, 1.105, 0.435], [-2.789, -0.402, 0.204], [2.060, -1.411, 0.166], [-0.531, -2.327, -0.022], [-1.049, 1.547, -1.112], [-0.716, 1.637, 0.570], [1.102, 0.816, -1.462], [2.300, 0.231, 0.699], [1.650, 1.607, 1.308], [-3.426, 0.058, -0.634], [-3.006, 0.142, 1.007], [-3.043, -1.320, 0.345], [1.894, -2.307, 0.590], [2.713, 1.526, 0.013], [2.703, -1.616, -0.520]]}


Which one sits at the top of the stability order? (y) does.


(w)
{"formula": "C3H10N4", "method": "ωB97M-V/def2-TZVPD", "charge": 0, "e_lumo_ev": [-0.60, -0.60], "multiplicity": 1, "species": ["C", "N", "C", "N", "N", "N", "C", "H", "H", "H", "H", "H", "H", "H", "H", "H", "H"], "coordinates": [[-1.890, 0.780, 0.131], [0.424, 0.965, -0.458], [-0.649, 0.152, -0.429], [1.632, 0.371, -0.518], [1.067, 0.560, 1.928], [0.404, -1.878, -1.274], [-0.666, -1.155, -0.880], [1.773, 0.152, 0.680], [2.309, 1.091, -0.757], [0.809, 0.239, 2.865], [1.432, 1.503, 2.079], [1.293, -1.375, -1.268], [0.268, -2.623, -1.939], [-1.631, -1.627, -1.025], [-2.016, 1.790, -0.260], [-1.779, 0.862, 1.216], [-2.781, 0.193, -0.092]]}


(x)
{"formula": "C3H10N4", "method": "ωB97M-V/def2-TZVPD", "charge": 0, "smiles": "C/C=C\\NN(N)N", "e_lumo_ev": 0.95, "multiplicity": 1, "species": ["C", "N", "N", "N", "N", "C", "C", "H", "H", "H", "H", "H", "H", "H", "H", "H", "H"], "coordinates": [[-2.603, 0.044, -0.637], [1.804, 0.210, 0.443], [0.400, -0.343, 0.008], [2.704, -0.825, 0.250], [2.251, 1.346, -0.193], [-0.634, -0.354, 0.912], [-1.947, -0.256, 0.675], [0.147, -0.114, -0.951], [2.812, -1.107, -0.728], [2.318, -1.622, 0.759], [1.780, 2.164, 0.170], [2.222, 1.311, -1.215], [-0.279, -0.512, 1.923], [-2.614, -0.317, 1.523], [-3.027, 1.048, -0.633], [-1.913, -0.023, -1.476], [-3.419, -0.650, -0.830]]}


Which one sits at the top of the stability order? (x) does.